(1)
Below is a single C12H17N molecule, with properties calculated with wB97M-V/def2-TZVPD.

Properties
LUMO level: 0.035 Eh
SMILES: CCN[C@H]1CCc2ccccc2C1
2S+1: 1

Element x y z (Å)
C1 -1.179 -0.656 3.280
C2 -1.449 -1.810 2.375
C3 0.125 -0.956 0.707
C4 1.364 -1.395 -0.142
C5 2.044 -0.173 -0.745
C6 1.029 0.844 -1.419
C7 1.544 1.764 -2.359
C8 0.623 2.611 -2.989
C9 -0.721 2.589 -2.642
C10 -1.229 1.689 -1.749
C11 -0.339 0.718 -1.157
C12 -0.880 -0.287 -0.154
H1 -0.969 0.307 2.783
H2 -2.139 -0.358 3.830
H3 -0.268 -0.750 3.972
H4 -2.378 -1.812 1.795
H5 -1.397 -2.787 2.887
H6 0.359 -2.444 1.971
H7 0.630 -0.112 1.297
H8 1.179 -1.980 -1.018
H9 2.011 -1.940 0.524
H10 2.563 0.393 0.122
H11 2.933 -0.465 -1.339
H12 2.630 1.787 -2.424
H13 1.015 3.300 -3.802
H14 -1.350 3.247 -3.275
H15 -2.313 1.534 -1.565
H16 -1.594 0.258 0.488
H17 -1.520 -1.061 -0.716
N1 -0.325 -2.054 1.464

=====

(2)
Below is 2 unconnected molecules or ions with the total composition C12H17N, with properties calculated with wB97M-V/def2-TZVPD.

Properties
LUMO level: 0.032 Eh
SMILES: Cc1c[nH]c2ccccc12.CCC
2S+1: 1

Element x y z (Å)
C1 -0.691 -2.318 2.390
C2 -2.385 0.311 0.336
C3 -1.432 -0.064 1.294
C4 -1.500 -1.484 1.441
C5 -2.388 -1.923 0.506
C6 -2.461 1.618 -0.176
C7 -1.597 2.522 0.394
C8 -0.710 2.223 1.448
C9 -0.675 0.937 1.932
N1 -2.955 -0.843 -0.137
H1 -3.041 1.824 -1.065
H2 -1.630 3.534 -0.002
H3 -3.597 -0.945 -0.903
H4 -0.057 2.991 1.834
H5 -2.689 -2.940 0.315
H6 -0.102 0.681 2.815
H7 -0.842 -1.887 3.386
H8 0.380 -2.287 2.195
H9 -1.076 -3.334 2.432
C10 2.749 -0.064 -2.461
C11 2.271 1.362 -2.060
C12 3.037 -0.928 -1.243
H10 3.600 0.070 -3.122
H11 1.933 -0.558 -2.961
H12 3.070 2.103 -2.099
H13 1.443 1.637 -2.713
H14 3.628 -1.815 -1.480
H15 2.143 -1.330 -0.801
H16 1.941 1.342 -1.020
H17 3.634 -0.435 -0.473

=====

(3)
Below is 2 unconnected molecules or ions with the total composition C12H17N, with properties calculated with wB97M-V/def2-TZVPD.

Properties
LUMO level: 0.031 Eh
SMILES: Cc1c[nH]c2ccccc12.CCC
2S+1: 1

Element x y z (Å)
C1 -1.834 -2.547 0.003
C2 0.018 -0.945 -0.846
C3 -0.538 -2.250 -0.660
C4 1.456 -1.216 -0.950
C5 0.514 -3.114 -0.368
C6 0.614 1.358 -1.080
C7 1.919 1.143 -1.373
C8 -0.375 0.360 -0.891
C9 2.303 -0.214 -1.471
N1 1.727 -2.565 -0.454
H1 0.357 2.427 -1.269
H2 2.631 1.949 -1.658
H3 -1.315 0.566 -0.503
H4 3.292 -0.429 -1.794
H5 -2.430 -1.621 0.346
H6 -1.719 -3.236 0.944
H7 0.537 -4.189 0.097
H8 2.588 -3.087 -0.315
H9 -2.631 -3.217 -0.479
C10 -1.850 2.364 2.193
C11 -1.908 3.248 0.853
C12 -0.648 2.861 3.114
H10 -2.767 2.706 2.751
H11 -1.752 1.243 1.986
H12 -1.131 2.995 0.151
H13 -0.026 1.856 3.163
H14 -1.768 4.349 1.195
H15 -2.807 3.003 0.340
H16 -0.232 3.796 2.893
H17 -0.928 2.559 4.185

=====

Which is most stable, and by how much? (2), by 0.956 eV.

=====

(1)
Below is 2 unconnected molecules or ions with the total composition C12H17N, with properties calculated with wB97M-V/def2-TZVPD.

Properties
LUMO level: 0.035 Eh
SMILES: CCc1c[nH]c2ccccc12.CC
2S+1: 1

Element x y z (Å)
C1 -1.263 1.073 -1.728
C2 -0.022 0.913 -2.695
C3 -1.365 -0.065 -0.790
C4 -2.632 -0.466 -0.353
C5 -0.461 -0.778 0.035
C6 -1.179 -1.289 1.123
C7 0.923 -0.979 0.055
C8 -0.588 -1.956 2.172
C9 1.605 -1.603 1.087
C10 0.798 -1.968 2.180
N1 -2.494 -1.305 0.770
H1 -1.152 1.874 -1.007
H2 -2.120 1.258 -2.361
H3 0.117 1.897 -3.081
H4 -3.634 -0.261 -0.666
H5 -3.233 -1.836 1.199
H6 1.519 -0.577 -0.734
H7 -1.082 -2.345 3.019
H8 2.696 -1.901 1.117
H9 1.231 -2.285 3.119
H10 -0.288 0.306 -3.569
H11 0.785 0.367 -2.239
C11 2.348 2.510 -0.854
C12 2.957 3.403 0.232
H12 2.417 1.448 -0.509
H13 1.316 2.811 -0.992
H14 3.039 2.539 -1.691
H15 2.506 4.432 0.048
H16 4.037 3.503 0.028
H17 2.672 3.175 1.264

=====

(2)
Below is 2 unconnected molecules or ions with the total composition C12H17N, with properties calculated with wB97M-V/def2-TZVPD.

Properties
LUMO level: 0.034 Eh
SMILES: Cc1c[nH]c2ccccc12.CCC
2S+1: 1

Element x y z (Å)
C1 1.313 0.539 -3.086
C2 0.134 -0.340 -3.434
C3 2.734 0.089 -2.902
H1 1.383 1.064 -4.055
H2 1.047 1.310 -2.361
H3 -0.191 -0.903 -2.513
H4 0.284 -1.044 -4.252
H5 3.095 -0.441 -3.803
H6 3.480 0.894 -2.957
H7 -0.762 0.217 -3.761
H8 2.976 -0.510 -2.020
C4 -0.324 -2.518 2.785
C5 -0.451 0.747 1.002
C6 -1.040 -0.223 1.836
C7 -0.252 -1.414 1.769
C8 0.694 -1.126 0.828
C9 -1.116 1.975 0.828
C10 -1.910 2.382 1.869
C11 -2.277 1.477 2.940
C12 -2.025 0.154 2.794
N1 0.587 0.148 0.280
H9 -0.983 2.585 -0.032
H10 -2.287 3.393 1.948
H11 1.296 0.436 -0.365
H12 -2.947 1.944 3.646
H13 1.415 -1.785 0.386
H14 -2.591 -0.586 3.357
H15 0.164 -3.452 2.535
H16 -1.335 -2.939 2.992
H17 -0.110 -2.073 3.747

=====

Which is most stable, and by how much? (2), by 0.141 eV.

=====

(1)
Below is 2 unconnected molecules or ions with the total composition C6H13N2, with properties calculated with wB97M-V/def2-TZVPD.

Properties
Total charge: +1
LUMO level: -0.184 Eh
2S+1: 1

Element x y z (Å)
C1 0.037 -0.252 -2.066
C2 -0.067 -0.628 -3.336
C3 0.414 1.769 -0.732
N1 0.273 1.139 -1.833
H1 -0.146 -0.857 -1.184
H2 0.015 0.088 -4.145
H3 -0.223 -1.668 -3.582
H4 0.525 2.844 -0.789
H5 0.477 1.211 0.195
H6 0.373 1.676 -2.696
C4 1.070 -0.157 2.094
C5 -0.347 -0.443 1.690
C6 -1.388 0.273 2.123
N2 -0.519 -1.591 0.856
H7 1.736 -0.153 1.225
H8 1.451 -0.902 2.793
H9 1.134 0.819 2.573
H10 -2.401 0.076 1.803
H11 -1.212 1.071 2.831
H12 0.196 -2.280 1.089
H13 -1.399 -2.032 1.091

=====

(2)
Below is a gas-phase ion, C6H13N2 (charge +1), with properties calculated with wB97M-V/def2-TZVPD.

Properties
Total charge: +1
LUMO level: -0.128 Eh
2S+1: 1

Element x y z (Å)
C1 -0.205 -0.106 -0.520
C2 0.765 0.511 0.555
C3 0.801 -0.924 0.369
C4 -1.610 -0.069 -0.167
C5 1.893 1.440 0.186
C6 -2.125 -0.433 1.146
N1 1.941 -1.466 -0.419
N2 -2.422 0.460 -1.116
H1 -0.071 0.106 -1.580
H2 0.069 0.804 1.337
H3 2.346 1.133 -0.789
H4 2.735 1.371 0.888
H5 1.469 2.454 0.368
H6 -2.751 -1.316 0.948
H7 -2.790 0.299 1.632
H8 -1.326 -0.751 1.801
H9 2.225 -2.429 -0.150
H10 1.848 -1.218 -1.414
H11 2.669 -0.718 -0.059
H12 -2.038 0.486 -2.100
H13 -3.424 0.369 -0.919

=====

Which is most stable, and by how much? (1), by 1.768 eV.

=====

(1)
Below is a molecular structure, C4H12N2, with properties calculated with wB97M-V/def2-TZVPD.

Properties
Total charge: +2
LUMO level: -0.425 Eh
2S+1: 1

Element x y z (Å)
C1 -0.645 0.665 -0.162
C2 -2.035 0.163 -0.134
C3 -1.360 -1.156 0.387
C4 -0.249 -0.995 1.206
N1 0.963 -1.835 0.889
N2 1.600 2.459 -1.539
H1 -0.409 1.648 0.254
H2 -0.089 0.363 -1.058
H3 -2.619 0.526 0.738
H4 -2.708 -0.039 -0.956
H5 -1.976 -2.014 0.106
H6 -0.391 -1.090 2.294
H7 1.402 -1.484 0.014
H8 1.676 -1.887 1.642
H9 0.602 -2.765 0.680
H10 1.929 3.397 -1.302
H11 2.138 1.956 -0.768
H12 2.172 2.087 -2.290

=====

(2)
Below is 2 unconnected molecules or ions with the total composition C4H12N2, with properties calculated with wB97M-V/def2-TZVPD.

Properties
Total charge: +2
LUMO level: -0.422 Eh
2S+1: 1

Element x y z (Å)
C1 0.047 -0.801 0.735
C2 0.610 0.557 0.648
C3 -0.137 0.797 -0.605
C4 -1.472 0.737 -0.669
N1 -2.281 1.134 0.531
N2 2.635 -1.360 -0.857
H1 0.316 -1.605 0.057
H2 -0.882 -0.980 1.283
H3 1.691 0.322 0.558
H4 0.623 1.157 1.559
H5 0.412 0.975 -1.525
H6 -2.105 0.481 -1.510
H7 -1.759 1.025 1.373
H8 -3.215 0.726 0.612
H9 -2.434 2.148 0.450
H10 2.034 -1.746 -1.580
H11 2.358 -1.830 -0.004
H12 3.558 -1.737 -1.056

=====

Which is most stable, and by how much? (2), by 1.939 eV.